{
  "formula": "C20H18Co2NO7",
  "method": "the ωB97M-V functional and the def2-TZVPD basis",
  "elements": ["C", "N", "C", "C", "O", "C", "C", "H", "H", "H", "H", "H", "H", "H", "H", "H", "H", "H", "O", "C", "Co", "C", "O", "C", "O", "C", "C", "C", "C", "C", "C", "C", "C", "C", "Co", "C", "O", "C", "O", "C", "O", "H", "H", "H", "H", "H", "H", "H"],
  "positions_angstrom": [[3.189, -1.053, -1.060], [1.774, -0.861, -0.734], [1.441, 0.592, -0.869], [0.241, 1.053, -0.068], [-0.438, -0.013, 0.584], [0.470, -0.743, 1.407], [1.500, -1.477, 0.569], [3.489, -2.098, -0.899], [3.352, -0.817, -2.112], [3.827, -0.409, -0.426], [2.308, 1.188, -0.549], [1.288, 0.790, -1.942], [0.576, 1.786, 0.692], [-0.496, 1.526, -0.716], [1.004, -0.102, 2.141], [-0.153, -1.452, 1.967], [1.156, -2.503, 0.372], [2.427, -1.566, 1.159], [2.733, -1.828, -4.348], [1.877, -2.193, -3.603], [0.076, -1.707, -2.814], [-1.130, -0.684, -1.922], [-2.047, 0.020, -1.784], [0.223, -1.282, -4.527], [0.296, -1.040, -5.663], [-0.847, -3.564, -2.966], [-1.831, -3.738, -4.018], [-3.088, -3.091, -3.901], [-4.005, -3.149, -4.952], [-3.697, -3.894, -6.100], [-2.482, -4.597, -6.179], [-1.540, -4.531, -5.153], [0.433, -3.658, -2.457], [1.818, -3.535, -2.868], [-0.733, -4.062, -1.178], [-1.698, -5.516, -0.953], [-2.205, -6.546, -0.827], [-1.688, -2.832, -0.240], [-2.399, -2.333, 0.526], [0.345, -4.683, 0.090], [0.941, -5.176, 0.958], [-3.325, -2.545, -2.977], [-4.946, -2.600, -4.866], [-4.394, -3.907, -6.941], [-2.243, -5.179, -7.068], [-0.577, -5.060, -5.211], [2.485, -3.514, -1.975], [2.135, -4.324, -3.595]],
  "charge": -1,
  "orbital_gap_ev": 6.194,
  "e_homo_ha": -0.119,
  "relative_energy_kcal_mol": 15.08,
  "e_tot_ha": -4119.754407
}

{
  "formula": "C7H17NSi",
  "method": "the ωB97M-V functional and the def2-TZVPD basis",
  "elements": ["C", "C", "C", "C", "C", "C", "C", "N", "Si", "H", "H", "H", "H", "H", "H", "H", "H", "H", "H", "H", "H", "H", "H", "H", "H", "H"],
  "positions_angstrom": [[0.356, 0.835, -1.738], [-0.349, -0.235, -1.300], [-1.139, -1.097, -2.364], [-0.243, -0.631, 0.091], [-0.575, -2.047, 0.503], [-1.177, 0.334, 0.744], [-0.958, 0.463, 2.311], [0.258, 1.299, 2.429], [1.674, 1.510, 1.743], [0.118, 1.285, -2.730], [0.846, 1.374, -0.910], [-0.860, -2.182, -2.241], [-0.936, -0.760, -3.399], [-2.185, -1.181, -2.066], [0.746, -0.419, 0.500], [-1.697, -2.251, 0.337], [-0.327, -2.108, 1.605], [-0.086, -2.838, -0.107], [-2.213, 0.059, 0.547], [-1.190, 1.371, 0.252], [-1.709, 1.080, 2.777], [-0.699, -0.391, 2.990], [2.544, 0.402, 1.245], [2.252, 2.918, 1.677], [-3.158, 2.995, 3.326], [-2.511, 2.640, 3.171]],
  "smiles": "C=C(C)[C@H](C)CCN=[SiH2].[H][H]",
  "charge": 0,
  "orbital_gap_ev": 8.800,
  "e_homo_ha": -0.316,
  "relative_energy_kcal_mol": 116.28,
  "e_tot_ha": -620.990059
}

{
  "formula": "C4H20N2O6",
  "method": "the ωB97M-V functional and the def2-TZVPD basis",
  "elements": ["O", "C", "N", "C", "N", "C", "C", "H", "H", "H", "H", "H", "H", "H", "H", "H", "H", "H", "H", "O", "H", "H", "O", "H", "H", "O", "H", "H", "O", "H", "H", "O"],
  "positions_angstrom": [[-1.263, 1.326, 0.142], [-0.590, 0.520, 0.800], [0.731, 0.287, 0.358], [1.550, -0.582, 1.178], [2.252, -1.533, 0.165], [-1.331, -0.293, 1.835], [-1.232, 0.618, 3.048], [1.217, 1.042, -0.073], [2.420, -0.015, 1.493], [0.892, -1.263, 1.903], [3.000, -1.980, 0.552], [1.562, -2.165, -0.346], [-0.852, -1.296, 2.125], [-2.366, -0.608, 1.632], [-0.313, 1.080, 3.216], [-2.086, 1.396, 2.860], [-1.438, 0.113, 3.978], [-0.409, 4.088, -0.410], [-0.463, 2.562, -0.760], [-0.082, 3.437, -1.002], [2.872, 1.296, -1.310], [3.594, -0.087, -1.008], [3.735, 0.887, -1.254], [-0.883, 0.778, -3.825], [-1.163, 1.074, -2.303], [-0.694, 0.464, -2.950], [-0.009, -2.067, -2.830], [-0.118, -2.135, -1.381], [-0.104, -2.671, -2.119], [-2.785, -2.207, -1.061], [-2.441, -0.702, -1.315], [-3.204, -1.361, -1.339]],
  "s2": 0.7521,
  "charge": -1,
  "orbital_gap_ev": [2.857, 9.709],
  "multiplicity": 2,
  "e_homo_ha": [0.014, -0.243],
  "e_tot_ha": -725.290984
}

{
  "formula": "C4H6N2",
  "method": "the ωB97M-V functional and the def2-TZVPD basis",
  "elements": ["N", "C", "C", "C", "N", "C", "H", "H", "H", "H", "H", "H"],
  "positions_angstrom": [[1.573, 1.000, -0.979], [0.555, 0.281, -0.340], [-0.370, 0.872, 0.552], [-1.254, -0.112, 0.959], [-0.867, -1.262, 0.409], [0.212, -1.088, -0.474], [2.297, 0.414, -1.372], [1.998, 1.699, -0.378], [-0.433, 1.916, 0.818], [-2.163, -0.061, 1.537], [-1.192, -2.195, 0.588], [-0.354, -1.465, -1.319]],
  "smiles": "Nc1cc[nH]c1",
  "charge": 0,
  "orbital_gap_ev": 8.784,
  "e_homo_ha": -0.281,
  "relative_energy_kcal_mol": 40.81,
  "e_tot_ha": -265.470533
}

{
  "formula": "C9H9N4",
  "method": "the ωB97M-V functional and the def2-TZVPD basis",
  "elements": ["C", "C", "C", "C", "C", "C", "C", "C", "C", "N", "N", "N", "N", "H", "H", "H", "H", "H", "H", "H", "H", "H"],
  "positions_angstrom": [[0.366, 1.515, -0.125], [4.276, -1.140, 0.178], [2.928, -1.282, 0.103], [4.580, 0.175, -0.014], [-4.546, 0.576, 0.295], [-4.689, -0.673, -0.135], [2.316, 0.006, -0.066], [-2.530, -0.240, -0.028], [0.985, 0.263, -0.135], [-0.181, 2.510, -0.158], [3.428, 0.924, -0.084], [-3.208, 0.861, 0.306], [-3.419, -1.197, -0.320], [4.950, -1.893, 0.324], [2.524, -2.289, 0.257], [5.419, 0.803, -0.103], [-5.161, 1.364, 0.633], [-5.665, -1.135, -0.221], [0.445, -0.696, -0.184], [3.280, 1.859, -0.378], [-2.794, 1.741, 0.649], [-3.306, -2.052, -0.793]],
  "charge": 1,
  "orbital_gap_ev": 4.444,
  "e_homo_ha": -0.406,
  "relative_energy_kcal_mol": 33.43,
  "e_tot_ha": -567.009810
}

{
  "formula": "C11H9N2O",
  "method": "the ωB97M-V functional and the def2-TZVPD basis",
  "elements": ["C", "C", "C", "C", "C", "C", "C", "C", "C", "C", "C", "N", "N", "O", "H", "H", "H", "H", "H", "H", "H", "H", "H"],
  "positions_angstrom": [[1.143, 2.571, -0.155], [1.666, -2.212, -0.140], [2.029, 1.525, -0.254], [2.316, -0.994, -0.223], [-0.223, 2.390, 0.143], [0.293, -2.290, 0.095], [1.569, 0.197, -0.108], [-0.692, 1.114, 0.324], [0.195, 0.046, 0.155], [-2.056, 0.529, 0.619], [-1.764, -0.993, 0.597], [-0.411, -1.175, 0.274], [-2.954, -0.811, -0.825], [-2.929, 0.584, -0.491], [1.502, 3.578, -0.307], [2.221, -3.128, -0.266], [3.074, 1.701, -0.460], [3.382, -0.946, -0.385], [-0.884, 3.239, 0.219], [-0.229, -3.235, 0.141], [-2.518, 0.934, 1.524], [-2.247, -1.704, 1.252], [-2.483, -0.920, -1.730]],
  "charge": 1,
  "orbital_gap_ev": [7.371, 7.370],
  "e_homo_ha": [-0.465, -0.465],
  "relative_energy_kcal_mol": 0.00,
  "e_tot_ha": -608.966199
}

{
  "formula": "C42H31CoF15GeN2PSSe",
  "method": "the ωB97M-V functional and the def2-TZVPD basis",
  "elements": ["Co", "C", "N", "C", "C", "C", "C", "C", "N", "C", "C", "C", "C", "C", "C", "H", "H", "H", "H", "H", "H", "H", "H", "H", "H", "H", "C", "P", "C", "C", "H", "H", "H", "H", "H", "H", "H", "H", "H", "C", "C", "C", "C", "C", "C", "Se", "C", "C", "C", "H", "H", "H", "H", "H", "H", "H", "H", "H", "H", "H", "F", "C", "C", "C", "F", "C", "F", "C", "F", "C", "F", "Ge", "S", "C", "C", "F", "C", "F", "C", "F", "C", "F", "C", "F", "C", "C", "F", "C", "F", "C", "F", "C", "F", "C", "F"],
  "positions_angstrom": [[0.498, 1.861, -0.640], [3.597, 1.046, -0.550], [2.514, 2.032, -0.549], [2.880, 3.272, -0.563], [1.872, 4.262, -0.562], [1.862, 5.650, -0.517], [0.512, 6.021, -0.548], [-0.228, 4.845, -0.629], [0.585, 3.773, -0.630], [3.916, 0.514, 0.820], [2.921, -0.103, 1.565], [3.185, -0.603, 2.829], [4.467, -0.508, 3.357], [5.471, 0.088, 2.611], [5.196, 0.599, 1.349], [4.488, 1.518, -0.973], [3.303, 0.229, -1.205], [3.935, 3.541, -0.581], [2.722, 6.299, -0.475], [0.109, 7.019, -0.546], [-1.293, 4.731, -0.720], [1.947, -0.216, 1.107], [2.399, -1.082, 3.401], [4.681, -0.904, 4.341], [6.474, 0.157, 3.012], [5.985, 1.067, 0.773], [1.067, 2.986, 2.334], [-0.190, 2.044, 1.424], [-0.450, 0.563, 2.438], [-1.716, 2.949, 1.759], [0.775, 3.056, 3.383], [1.152, 3.984, 1.910], [2.034, 2.486, 2.262], [-0.430, 0.868, 3.486], [0.303, -0.199, 2.278], [-1.426, 0.145, 2.205], [-1.845, 3.009, 2.842], [-2.572, 2.443, 1.321], [-1.661, 3.954, 1.350], [-7.363, 2.257, 0.493], [-5.957, 2.209, -0.037], [-5.477, 3.186, -0.897], [-4.183, 3.158, -1.406], [-3.777, 4.264, -2.345], [-3.327, 2.104, -1.038], [-1.572, 2.048, -1.830], [-3.807, 1.089, -0.197], [-2.980, -0.092, 0.224], [-5.104, 1.170, 0.298], [-7.860, 3.183, 0.209], [-7.378, 2.184, 1.581], [-7.954, 1.427, 0.103], [-6.131, 4.000, -1.189], [-4.660, 4.799, -2.691], [-3.236, 3.892, -3.212], [-3.125, 4.987, -1.853], [-1.960, -0.040, -0.152], [-3.422, -1.016, -0.153], [-2.961, -0.174, 1.313], [-5.456, 0.383, 0.958], [0.861, -4.207, -3.764], [2.082, -3.829, -3.359], [2.248, -3.088, -2.202], [3.551, -2.734, -1.895], [3.796, -2.013, -0.791], [4.638, -3.089, -2.669], [5.873, -2.723, -2.325], [4.430, -3.839, -3.816], [5.460, -4.194, -4.578], [3.144, -4.211, -4.163], [2.936, -4.927, -5.268], [0.767, -2.406, -1.085], [0.608, -0.289, -1.515], [1.023, -2.988, 0.793], [2.069, -3.737, 1.307], [3.058, -4.174, 0.525], [2.131, -4.107, 2.642], [3.161, -4.814, 3.102], [1.109, -3.745, 3.504], [1.164, -4.087, 4.788], [0.025, -3.035, 3.017], [-0.981, -2.698, 3.828], [0.004, -2.690, 1.678], [-1.089, -2.056, 1.219], [-0.834, -3.437, -1.596], [-1.968, -2.945, -2.218], [-2.056, -1.669, -2.588], [-3.056, -3.755, -2.513], [-4.136, -3.248, -3.107], [-3.018, -5.101, -2.191], [-4.056, -5.884, -2.471], [-1.891, -5.632, -1.585], [-1.838, -6.930, -1.288], [-0.830, -4.792, -1.308], [0.265, -5.341, -0.750]],
  "charge": 0,
  "orbital_gap_ev": [6.722, 5.526],
  "e_homo_ha": [-0.278, -0.275],
  "e_tot_ha": -9827.201376
}

{
  "formula": "C26H27BCl3NO2",
  "method": "the ωB97M-V functional and the def2-TZVPD basis",
  "elements": ["Cl", "B", "Cl", "Cl", "O", "C", "C", "C", "C", "C", "C", "C", "H", "H", "H", "H", "H", "H", "C", "O", "C", "C", "C", "C", "C", "C", "N", "C", "C", "C", "C", "C", "C", "C", "C", "C", "C", "C", "C", "H", "H", "H", "H", "H", "H", "H", "H", "H", "H", "H", "H", "H", "H", "H", "H", "H", "H", "H", "H", "H"],
  "positions_angstrom": [[2.761, -1.814, 0.894], [2.106, -0.134, 1.329], [3.050, 0.578, 2.788], [2.164, 1.019, -0.161], [0.690, -0.282, 1.728], [-0.194, 0.632, 1.892], [-1.557, 0.352, 1.552], [-2.518, 1.386, 1.415], [-3.863, 1.066, 1.237], [-4.268, -0.276, 1.161], [-3.303, -1.293, 1.176], [-1.963, -0.992, 1.341], [0.099, 1.637, 2.216], [-2.169, 2.421, 1.459], [-4.609, 1.865, 1.179], [-5.327, -0.522, 1.119], [-3.610, -2.331, 1.078], [-1.205, -1.770, 1.334], [-4.228, 5.195, 6.948], [-4.514, 3.787, 6.776], [-3.577, 2.850, 7.046], [-3.936, 1.491, 6.826], [-2.995, 0.498, 6.940], [-1.640, 0.784, 7.275], [-0.677, -0.275, 7.152], [0.716, -0.168, 7.330], [1.440, -1.233, 7.745], [0.820, -2.459, 8.220], [1.966, -3.462, 8.418], [3.276, -2.713, 8.136], [2.885, -1.313, 7.637], [1.438, 1.086, 6.982], [1.092, 1.747, 5.792], [1.740, 2.917, 5.410], [2.732, 3.459, 6.232], [3.093, 2.811, 7.415], [2.434, 1.645, 7.804], [-1.355, 2.124, 7.683], [-2.278, 3.142, 7.529], [-5.169, 5.678, 6.687], [-3.959, 5.439, 7.982], [-3.437, 5.533, 6.268], [-4.966, 1.272, 6.549], [-3.260, -0.542, 6.738], [-1.102, -1.270, 6.966], [0.270, -2.293, 9.161], [0.096, -2.845, 7.495], [1.943, -3.865, 9.434], [1.851, -4.296, 7.718], [3.890, -2.624, 9.038], [3.871, -3.218, 7.368], [3.227, -1.172, 6.594], [3.394, -0.550, 8.241], [0.322, 1.307, 5.153], [1.468, 3.386, 4.465], [3.214, 4.391, 5.947], [3.886, 3.206, 8.052], [2.684, 1.170, 8.757], [-0.368, 2.365, 8.084], [-2.010, 4.170, 7.766]],
  "charge": 0,
  "orbital_gap_ev": 4.157,
  "e_homo_ha": -0.234,
  "relative_energy_kcal_mol": 18.96,
  "e_tot_ha": -2617.683539
}

{
  "formula": "C31H54Cl18N2O2S2",
  "method": "the ωB97M-V functional and the def2-TZVPD basis",
  "elements": ["C", "C", "C", "C", "C", "C", "C", "C", "C", "N", "S", "N", "C", "C", "C", "S", "C", "O", "O", "H", "H", "H", "H", "H", "H", "H", "H", "H", "H", "H", "H", "H", "H", "H", "H", "H", "H", "Cl", "C", "C", "Cl", "H", "H", "H", "H", "Cl", "C", "C", "Cl", "H", "H", "H", "H", "Cl", "C", "C", "Cl", "H", "H", "H", "H", "Cl", "C", "C", "Cl", "H", "H", "H", "H", "Cl", "C", "C", "Cl", "H", "H", "H", "H", "Cl", "C", "C", "Cl", "H", "H", "H", "H", "Cl", "C", "C", "Cl", "H", "H", "H", "H", "Cl", "C", "C", "Cl", "H", "H", "H", "H", "Cl", "C", "C", "Cl", "H", "H", "H", "H"],
  "positions_angstrom": [[-0.760, 2.782, -5.971], [-1.760, 1.523, -5.951], [-1.895, 0.984, -4.441], [-1.721, -0.615, -4.393], [-0.347, -1.067, -3.698], [-0.762, -1.886, -2.351], [0.337, -1.779, -1.226], [0.084, -0.917, -0.049], [1.083, -0.719, 1.052], [0.956, 0.090, 2.179], [2.437, -0.129, 2.932], [3.255, -1.223, 1.967], [2.387, -1.491, 0.901], [2.644, -2.388, -0.289], [1.645, -2.541, -1.359], [2.143, -3.617, -2.744], [0.763, -4.413, -3.632], [3.076, -2.927, -3.666], [2.928, -4.726, -2.138], [0.243, 2.362, -6.291], [-1.150, 3.506, -6.737], [-0.684, 3.215, -4.941], [-2.768, 1.783, -6.393], [-1.324, 0.740, -6.641], [-1.155, 1.499, -3.756], [-2.941, 1.283, -4.128], [-2.637, -1.013, -3.872], [-1.789, -0.982, -5.462], [0.294, -1.681, -4.386], [0.182, -0.133, -3.337], [-1.670, -1.336, -1.953], [-1.108, -2.929, -2.573], [-0.919, -0.401, 0.002], [3.631, -2.907, -0.316], [0.086, -3.711, -4.184], [1.245, -5.072, -4.418], [0.144, -5.072, -2.969], [-1.471, -3.643, 4.390], [-0.438, -2.228, 4.718], [-1.074, -1.271, 5.701], [-2.500, -0.452, 5.015], [-0.221, -1.741, 3.767], [0.499, -2.609, 5.128], [-0.361, -0.491, 5.971], [-1.383, -1.780, 6.613], [1.749, -7.297, 8.520], [0.280, -7.096, 7.532], [0.282, -5.793, 6.763], [0.122, -4.377, 7.835], [-0.585, -7.170, 8.191], [0.250, -7.933, 6.838], [-0.565, -5.765, 6.077], [1.196, -5.672, 6.180], [2.433, -10.879, 5.081], [0.966, -10.678, 4.092], [0.969, -9.375, 3.324], [0.808, -7.961, 4.398], [0.101, -10.753, 4.751], [0.937, -11.516, 3.395], [0.122, -9.348, 2.638], [1.882, -9.254, 2.742], [-0.835, 6.126, -6.194], [-1.678, 7.157, -5.011], [-1.720, 6.528, -3.635], [-2.770, 5.087, -3.587], [-2.680, 7.359, -5.390], [-1.133, 8.102, -4.970], [-2.127, 7.239, -2.916], [-0.729, 6.234, -3.299], [7.897, -5.335, -5.269], [6.785, -4.843, -3.964], [6.182, -3.478, -4.209], [7.394, -2.175, -4.081], [7.333, -4.876, -3.023], [5.993, -5.592, -3.924], [5.417, -3.273, -3.461], [5.721, -3.414, -5.193], [-2.672, 1.006, -1.109], [-3.503, 2.008, 0.109], [-3.519, 1.347, 1.468], [-4.557, -0.101, 1.500], [-4.511, 2.213, -0.252], [-2.963, 2.953, 0.164], [-3.918, 2.037, 2.212], [-2.518, 1.050, 1.781], [-7.205, 3.504, 2.349], [-7.654, 2.169, 3.441], [-7.006, 2.301, 4.802], [-5.244, 2.058, 4.727], [-7.382, 1.231, 2.957], [-8.740, 2.197, 3.545], [-7.403, 1.542, 5.476], [-7.194, 3.280, 5.243], [1.193, 4.265, -1.786], [2.240, 5.673, -1.466], [1.596, 6.658, -0.517], [0.194, 7.478, -1.252], [2.483, 6.138, -2.422], [3.162, 5.289, -1.029], [2.312, 7.436, -0.248], [1.261, 6.173, 0.399], [3.900, 9.418, -0.127], [3.071, 10.455, 1.064], [3.031, 9.830, 2.441], [1.972, 8.399, 2.502], [2.070, 10.665, 0.689], [3.624, 11.394, 1.102], [2.634, 10.547, 3.160], [4.024, 9.529, 2.773]],
  "charge": 0,
  "orbital_gap_ev": 7.604,
  "e_homo_ha": -0.334,
  "e_tot_ha": -10553.324465
}